ORCA calculation (ωB97M-V/def2-TZVPD) on a structure of composition C18H41O2P3Tb at a distorted geometry.

CARTESIAN COORDINATES (ANGSTROEM)
Tb (1.3692, 0.3423, -0.6815)
P (-1.1761, -1.2672, 0.4319)
P (2.7527, -0.9886, 1.3508)
P (0.7862, -1.7887, -2.2569)
H (0.6232, 2.9941, -1.6111)
C (0.0880, 2.2619, -2.2517)
C (-1.1298, 1.7402, -1.9150)
H (-1.7320, 2.1464, -1.0895)
C (-2.2357, -0.6079, 1.7707)
C (-0.9007, -2.9228, 1.1796)
C (-2.5650, -1.7223, -0.6778)
C (4.4300, -0.2629, 1.1151)
C (2.6530, -0.9726, 3.1797)
C (3.0228, -2.7989, 1.1549)
C (-0.4301, -1.4984, -3.5863)
C (0.4813, -3.5530, -1.9460)
C (2.3850, -1.8710, -3.1461)
H (0.5729, 2.1002, -3.2266)
H (-1.6836, 1.0483, -2.5611)
H (-2.5788, 0.4031, 1.5285)
H (-1.6915, -0.5968, 2.7210)
H (-3.1114, -1.2651, 1.8688)
H (-0.3305, -2.8147, 2.1106)
H (-0.3521, -3.5769, 0.4957)
H (-1.8846, -3.3629, 1.3932)
H (-2.9948, -0.8067, -1.1001)
H (-3.3147, -2.2436, -0.0665)
H (-2.2391, -2.3757, -1.4909)
H (5.1153, -0.7228, 1.8337)
H (4.4658, 0.8179, 1.3217)
H (4.7480, -0.4326, 0.0775)
H (3.5110, -1.4602, 3.6628)
H (1.7574, -1.5244, 3.4879)
H (2.5814, 0.0394, 3.5912)
H (3.8328, -3.1254, 1.8161)
H (3.2930, -3.0551, 0.1278)
H (2.1092, -3.3405, 1.4534)
H (-0.0050, -1.9427, -4.4931)
H (-0.6126, -0.4289, -3.7507)
H (-1.3842, -1.9849, -3.3410)
H (0.7672, -4.0718, -2.8711)
H (-0.5806, -3.7372, -1.7310)
H (1.1016, -3.9054, -1.1117)
H (2.2592, -2.5335, -4.0090)
H (3.1977, -2.2329, -2.4975)
H (2.6724, -0.8892, -3.5314)
C (4.1374, 1.0626, -2.9045)
C (5.4232, 1.3169, -2.4268)
C (6.4656, 1.3887, -3.3673)
C (6.2373, 1.2353, -4.7273)
C (4.9189, 1.0865, -5.1669)
C (3.8228, 1.0384, -4.2566)
O (3.0860, 0.8854, -1.8591)
H (3.4878, 1.3181, -1.0578)
H (5.5669, 1.5238, -1.3524)
H (7.4680, 1.5508, -2.9958)
H (7.0694, 1.2350, -5.4295)
H (4.7382, 0.9488, -6.2536)
H (2.8029, 1.0118, -4.6343)
C (-0.5646, 2.6496, 1.4863)
O (0.4292, 1.6377, 1.1047)
H (-1.5193, 2.1661, 1.7098)
H (-0.6884, 3.2951, 0.6206)
H (-0.2132, 3.2220, 2.3534)
H (0.6660, 1.1354, 1.8952)

Values from the calculation:
Charge: +3
Multiplicity: 7
Orbital gap (alpha / beta): 7.4 / 7.8 eV
Highest occupied orbital energy (alpha / beta): -17.534 / -17.535 eV

Atom charges from the Löwdin analysis, given in e for atoms 1 to 6: 1.320, 0.734, 0.714, 0.669, 0.081, -0.121